ORCA calculation (ωB97M-V/def2-TZVPD) on 8 unconnected molecules or ions with the total composition C50H75F2N2O21 in a non-equilibrium geometry.

Geometry as XYZ:
```
150
Properties=species:S:1:pos:R:3:forces:R:3
H 6.7887 4.6468 8.1766 -0.04 -0.07 0.04
H -10.1702 -0.2254 2.1213 -0.10 0.02 0.30
H -1.0886 -1.7965 -2.4444 -0.65 0.04 -2.65
H 6.0130 -4.2986 -5.2171 -0.32 -0.03 0.02
H -8.9562 -2.6584 2.0715 -0.03 0.15 0.03
H 0.3330 -2.9284 -4.1054 -2.29 1.10 -1.53
C -0.1858 2.1038 -7.5018 0.10 0.41 1.52
C -3.9246 6.0907 4.2541 1.87 0.91 0.25
C 0.5267 0.3539 -3.1765 0.06 0.61 -0.84
H 2.2524 -1.5015 4.0084 0.25 2.38 -0.75
O -8.6098 -0.6962 6.0491 -0.76 -0.01 -2.00
H 2.6380 0.2245 4.7259 -0.91 -1.03 -2.39
C 0.5541 1.9360 -0.0907 0.27 2.34 1.09
H -7.3733 -3.1327 -1.9501 1.03 0.61 -0.22
O -5.0387 6.8767 4.1828 0.97 -0.12 -0.10
H 0.7718 2.2923 -1.1826 -0.85 -1.23 1.93
C -1.1660 -1.7246 1.0974 -0.72 2.18 -1.38
H -1.2205 2.8801 1.1558 2.15 0.85 -1.17
C 4.0095 -0.3581 3.0020 -0.48 -0.68 -0.55
H 7.6960 1.4029 6.4102 -0.07 -0.04 -0.02
H -0.2202 0.4250 -10.3346 -0.03 0.18 0.06
C -0.0958 -0.4590 0.8920 -2.54 -1.93 0.23
C -0.1549 3.1993 0.7469 0.91 0.22 1.06
C -2.9337 -2.7142 -3.4188 0.40 0.12 0.10
C -8.7929 -1.7894 2.7144 0.41 -0.33 -0.75
H 6.1403 4.1385 11.1099 0.10 0.08 -0.14
H 6.3073 -3.5762 -7.4503 -0.08 0.12 0.14
C -6.4275 -1.4108 -2.7820 -0.44 -0.08 -7.95
H -3.9215 -0.2123 -1.1587 2.69 0.00 1.38
O -9.8391 -0.2911 4.1635 0.47 0.00 0.61
H -6.9967 6.4249 3.6860 0.23 0.16 0.17
H -0.5636 2.9812 -2.7508 -2.01 -1.62 0.30
O -2.7810 6.5153 4.2375 -1.92 -0.24 -0.19
C 2.5021 -0.3767 3.7085 2.33 -0.18 1.53
H 7.1999 5.3998 10.4581 -0.12 -0.14 -0.07
H 0.2361 5.4639 0.6552 -1.07 -1.71 -1.62
C 1.3395 -0.6666 1.7035 0.40 0.68 -1.70
C -0.6061 -2.4698 -4.6821 1.81 0.64 0.66
O -1.4945 4.8856 -0.6090 1.60 0.84 1.63
C -10.0344 -0.9613 2.9192 -0.47 0.06 -0.57
C 1.7860 -6.2510 -2.4986 0.52 -0.13 0.07
H 1.4215 0.8466 -8.1781 -0.25 -0.12 0.32
H 0.6781 4.5550 -0.9368 -2.09 0.12 1.42
H 1.5207 -1.8009 1.9772 -0.96 2.26 -0.51
C 1.5324 -6.3382 -4.8364 0.30 -0.57 -0.85
O 2.5101 -4.2893 -7.6282 1.67 0.18 1.22
H 6.1967 -1.9974 -6.6545 -0.04 -0.18 0.04
O 1.4502 0.2203 2.8717 0.71 -2.41 -0.98
O 0.8846 -5.1547 -4.3720 -0.14 0.44 1.08
H 7.9929 -2.4674 6.2691 0.26 0.14 -0.34
H -6.3651 3.8868 4.4310 0.01 0.17 -0.08
H 4.1548 0.6052 2.3253 -0.38 -2.02 1.44
H 4.9205 -2.9520 -4.8103 -0.01 -0.06 -0.04
O -3.7447 -3.3546 1.8733 0.64 3.39 -9.18
H 2.7384 -7.7849 -3.7348 -0.05 0.16 -0.08
F -0.7924 -2.8947 1.9603 -1.24 4.50 -3.27
O -2.1608 2.0300 -1.5614 1.80 -3.76 2.89
H -7.3145 -2.2368 4.2279 -0.26 -0.13 0.32
C -2.0787 -0.2605 -3.8971 -0.17 0.08 -0.59
C -6.1984 6.0605 4.3393 -0.81 0.09 0.08
H 6.0469 1.0461 6.9804 0.18 -0.01 -0.34
C 0.3376 0.9357 -8.2813 0.36 -0.08 -0.36
H 1.1076 -7.0137 -2.1063 0.01 0.15 0.12
H -3.8554 -2.0308 -3.6625 1.55 -1.50 0.73
O 7.2498 -1.5420 3.8280 -0.51 1.22 1.35
H -0.1610 0.0248 -7.9382 0.12 0.03 0.12
H 2.1813 -0.4080 0.8974 -1.72 -0.47 1.71
C -0.9689 0.9313 -3.6582 0.97 -0.18 -1.09
H 0.4736 -0.2958 -2.2059 0.28 1.13 -1.99
H 2.0461 -6.1314 -5.7798 -0.32 0.17 0.15
N -0.4157 0.7802 0.0320 -2.59 -3.02 -0.53
H 1.2861 1.2641 -3.0311 -1.76 -1.90 -0.22
H -5.8163 4.5405 2.8787 -0.05 0.02 0.16
H 8.9267 3.7633 9.9615 0.02 -0.17 0.09
C 8.0059 3.3663 10.3979 -0.14 0.24 0.44
H 3.8550 -1.7937 -7.2719 -0.08 -0.08 -0.13
H -0.1456 -1.6634 -5.4250 -1.19 -1.63 1.40
H -4.2090 4.3573 5.4490 0.16 0.01 -0.10
C -1.5555 -1.7745 -3.5429 -1.76 -0.73 0.28
H -0.7427 1.3478 -4.7573 -0.49 -0.52 2.76
H -2.8883 6.4639 -0.0536 1.13 -1.92 0.74
C -0.0568 1.2940 -9.6917 0.38 -0.38 -0.78
H 4.1000 -1.3454 2.3390 0.00 2.29 1.24
H 6.5905 -1.1654 7.6203 0.11 0.13 -0.01
C 5.2258 -3.6439 -5.6023 0.58 0.06 0.60
C 7.4360 -0.6010 7.2086 0.36 -0.33 0.86
H -2.2012 1.5066 -9.4142 0.06 0.07 0.02
H 4.4854 -2.7426 -8.6644 -0.38 0.11 0.17
H 8.1778 3.0250 11.4213 0.28 -0.11 -0.32
H -10.9372 -1.5768 2.9918 0.05 0.06 0.01
O 4.0949 -4.4253 -5.9849 -0.61 -0.15 -0.57
C 2.4966 -6.7188 -3.7434 0.73 -0.52 0.00
C -3.6955 -2.8646 0.6033 -0.78 -2.12 7.79
H 0.9774 -0.2523 -4.1011 -1.08 1.10 2.33
H -8.0076 -1.1741 2.2586 -0.15 -0.12 0.02
H -2.9544 -3.6008 -4.1820 0.14 1.74 1.44
C 7.4953 2.2526 9.5348 1.01 -1.72 -0.08
H 2.4928 -5.9287 -1.7304 -0.42 -0.04 0.12
C 8.0773 -1.3920 6.0967 -0.21 -0.20 0.38
H 1.5920 1.7784 0.4255 -2.24 -0.47 -0.98
N -6.4095 -2.7297 -2.0416 1.11 2.86 2.23
C 6.9305 0.6242 6.4928 -0.19 0.57 0.75
O 6.5896 0.1800 5.1805 0.11 -0.73 -0.76
O -6.2416 -1.7797 0.3159 3.17 -5.12 -6.51
H -2.2537 2.7917 -3.5369 1.41 -1.30 2.01
O 7.9457 1.1193 9.5025 -1.15 1.84 -0.07
H -8.8970 -3.0586 4.4678 0.13 0.07 0.12
H -1.7816 5.8704 1.3772 -0.88 -0.67 -2.02
C -8.3984 -2.1478 4.1248 0.36 -0.14 -0.40
O 6.4709 2.6966 8.7488 0.46 -0.74 0.33
C 3.5395 -3.8884 -7.1107 -2.03 -0.48 -0.87
H -2.9544 -3.1927 -2.3431 -0.31 1.02 -2.16
C -5.7587 4.6689 3.9665 -0.49 -0.79 -0.24
C -1.7449 0.9101 -0.7424 -1.25 -2.76 0.96
H 8.1186 -0.3685 8.0303 -0.35 -0.06 -0.34
C 5.6552 -2.9257 -6.8548 0.82 0.40 -0.25
C -2.3479 5.5280 0.4037 -0.88 0.10 0.74
C -0.1474 4.6116 -0.0855 0.37 -0.27 0.82
C 6.8769 4.3633 10.3289 -0.14 0.69 0.61
H 0.7285 1.9093 -10.1475 -0.16 -0.11 0.04
O -4.6289 -3.4569 -0.3639 -0.54 3.64 -0.10
H -3.7096 4.0106 3.7556 0.18 0.15 0.36
C 7.2718 -0.9702 4.9053 0.42 -0.93 -1.76
H -2.3787 -0.2862 -5.0529 0.66 0.16 2.47
C -1.4853 2.2244 -2.8161 1.42 1.18 -3.81
C -2.6401 -1.6411 0.3408 2.87 2.47 -0.69
H -3.0924 0.0394 -3.3426 2.20 -0.86 -0.99
C 4.3500 -2.7186 -7.5807 0.45 0.09 -0.27
H -6.5338 6.1258 5.3797 0.04 0.01 -0.09
H 5.2124 4.3286 8.9422 0.17 -0.23 -0.17
O 0.4502 -4.2414 -2.3208 0.58 -0.82 -1.12
H -1.0985 -3.3390 -5.2888 0.76 1.85 1.25
O -1.1031 2.7923 -8.2425 0.68 -0.12 0.99
O -6.4701 -1.4757 -4.1320 0.17 0.92 10.07
C 0.9805 -5.0959 -3.0113 -0.94 0.86 0.75
C -4.3150 4.6512 4.4010 -0.19 -0.41 -0.28
C -8.9218 -0.9796 4.9043 0.38 0.38 2.29
F -6.3692 -0.0751 -2.1441 0.08 -4.57 -1.31
O 0.1263 2.3872 -6.3570 -0.67 0.09 -1.59
H 0.5017 3.3836 1.7268 -1.38 -0.59 -2.12
C -1.2983 2.1221 -9.4869 -0.47 0.01 -0.74
C 6.2802 4.0927 8.9726 -0.45 0.71 -0.26
C -2.8790 -0.3129 -0.5882 2.51 -0.82 1.89
H 3.4329 -6.1603 -3.8636 -0.16 -0.11 -0.06
H 9.1211 -1.1045 5.9424 -0.05 -0.14 -0.09
H 0.7727 -7.1081 -5.0073 0.01 0.09 0.05
C -5.7811 -2.5873 -0.6453 -1.87 3.39 5.14
H -3.1543 4.7450 0.7392 1.37 1.50 -0.62
H 4.8811 -0.3992 3.7828 -1.96 0.14 -1.46
H -1.4342 2.8580 -10.2847 -0.09 0.01 0.33
```
Forces are in eV/Å.

Computed properties:
Largest force on an atom (hartree/bohr): 0.197
E (Ha): -3838.5908
HOMO (eV): -11.4
2S+1: 1
Energy above the lowest of the compared OMol25 structures with the same formula, charge and spin (kcal/mol): 245.6
Charge: +1
Orbital gap (eV): 6.497

Atomic partial charges in e from the Löwdin method, atoms 1 to 8:
1. H 0.132
2. H 0.128
3. H 0.109
4. H 0.131
5. H 0.119
6. H 0.071
7. C -0.447
8. C -0.464